A) Below is an isolated molecule of C19H23N3O2, with properties calculated with ωB97M-V with the def2-TZVPD basis set.

The geometry in XYZ format:
```
47
C19H23N3O2 (ωB97M-V with the def2-TZVPD basis set)
O 4.5978 -0.6307 -3.2532
O -2.0580 -0.1959 -3.5773
N 3.9534 0.8334 -1.7756
C 3.6236 -0.1206 -2.6733
C -1.3849 -0.4474 -2.6586
C 1.1358 -0.1005 -2.3770
C 0.0385 -0.7899 -2.9527
C 0.6001 -1.7223 -3.8981
C 2.2731 -0.5633 -2.9193
C 5.0917 1.1758 -1.2797
C -3.0669 0.3028 -0.8988
C -1.2101 -1.2297 -0.3130
C -3.5976 -0.0112 0.3484
C -1.7172 -1.5213 0.9468
C -1.9244 -0.4337 -1.2805
C -2.9201 -0.8059 1.3821
N 1.9211 -1.6202 -3.7599
N 4.9738 2.1600 -0.3267
C 3.6748 2.8773 0.0535
C 6.1992 2.8731 -0.0749
C -4.4572 -2.2263 2.7385
C -4.4830 0.3295 3.1182
C -2.4673 -0.9874 3.9080
C -3.6015 -0.8774 2.7371
H 1.0789 0.7190 -1.6301
H 0.0296 -2.4412 -4.5153
H 6.0000 0.7319 -1.5601
H -3.6511 1.0146 -1.4724
H -0.1796 -1.6213 -0.5666
H -4.4933 0.5002 0.6518
H -1.1675 -2.1376 1.5641
H 2.6238 -2.2032 -4.2282
H 3.8559 3.8317 0.6127
H 3.2303 3.0593 -0.9597
H 2.9965 2.2420 0.6251
H 6.8936 2.2998 -0.5918
H 6.4406 2.9177 1.0369
H 6.2534 3.9103 -0.5167
H -5.5830 -2.1249 2.8531
H -4.1268 -2.9074 3.5263
H -4.3269 -2.6977 1.7264
H -4.2070 1.1997 2.6264
H -5.5117 0.1255 2.7917
H -4.6924 0.5610 4.1679
H -2.9177 -1.0277 4.9323
H -1.6914 -0.2289 3.8913
H -2.0487 -1.9911 3.8209
```

highest occupied orbital energy	-8.358	eV
spin multiplicity	1
HOMO-LUMO gap	8.723	eV
total charge	0
E_LUMO	0.36	eV
structure (SMILES)	CN(C)/C=N/C(=O)c1cc(C(=O)c2ccc(C(C)(C)C)cc2)c[nH]1

Charge distribution, natural (NBO) scheme, values in e:
1. O -0.638
2. O -0.521
3. N -0.628
4. C 0.633
5. C 0.549
6. C -0.202
7. C -0.232
8. C 0.011
9. C -0.018
10. C 0.353
11. C -0.165
12. C -0.117
13. C -0.222
14. C -0.250
15. C -0.172
16. C 0.045
17. N -0.466
18. N -0.379
19. C -0.420
20. C -0.398
21. C -0.609
22. C -0.614
23. C -0.601
24. C -0.086
25. H 0.241
26. H 0.234
27. H 0.193
28. H 0.236
29. H 0.226
30. H 0.207
31. H 0.211
32. H 0.437
33. H 0.211
34. H 0.231
35. H 0.219
36. H 0.198
37. H 0.195
38. H 0.190
39. H 0.215
40. H 0.212
41. H 0.223
42. H 0.213
43. H 0.205
44. H 0.223
45. H 0.210
46. H 0.216
47. H 0.200

=====

B) Below is an isolated molecule of C19H23N3O2, with properties calculated with ωB97M-V with the def2-TZVPD basis set.

The geometry in XYZ format:
```
47
C19H23N3O2 (ωB97M-V with the def2-TZVPD basis set)
C -6.6595 -0.6714 0.7550
C -5.2839 -0.2334 0.3481
C -4.2308 -1.1250 0.3290
C -2.9699 -0.6696 -0.0536
C -2.7911 0.6794 -0.4084
C -3.8416 1.5844 -0.3982
C -5.0765 1.1059 -0.0165
H -5.9190 1.7815 0.0054
H -3.6912 2.6151 -0.6768
O -1.5008 0.9145 -0.7327
C -0.8397 -0.2802 -0.5960
C -1.6837 -1.2822 -0.2023
C -1.3580 -2.7088 0.0539
H -0.3628 -2.9368 -0.3149
H -1.4076 -2.9225 1.1220
H -2.0790 -3.3482 -0.4521
C 0.5852 -0.4024 -0.9749
O 0.9453 -1.4037 -1.5901
N 1.4575 0.5694 -0.6296
C 1.0962 1.7404 0.1604
C 0.9226 2.9740 -0.7276
H 1.8771 3.3039 -1.1294
H 0.5015 3.7862 -0.1417
H 0.2456 2.7530 -1.5490
C 2.1044 2.0030 1.2753
H 3.0740 2.2881 0.8782
H 2.2314 1.1146 1.8902
H 1.7324 2.8066 1.9061
H 0.1364 1.5179 0.6325
C 2.7889 0.5123 -1.2265
C 3.9025 0.0931 -0.3228
N 4.7883 0.9425 0.1472
C 5.6708 0.2128 0.8708
C 5.3154 -1.1034 0.8326
N 4.1863 -1.1769 0.0664
C 3.5107 -2.4029 -0.2577
H 3.2284 -2.9262 0.6581
H 2.6135 -2.1972 -0.8402
H 4.1708 -3.0503 -0.8392
H 5.7564 -1.9749 1.2715
H 6.4979 0.6791 1.3669
H 3.0468 1.5067 -1.5952
H 2.7223 -0.1798 -2.0720
H -4.3747 -2.1588 0.6048
H -7.0037 -0.0932 1.6115
H -6.6701 -1.7252 1.0207
H -7.3651 -0.5112 -0.0592
```

highest occupied orbital energy	-8.457	eV
spin multiplicity	1
HOMO-LUMO gap	9.033	eV
total charge	0
E_LUMO	0.58	eV
structure (SMILES)	Cc1ccc2oc(C(=O)N(Cc3nccn3C)C(C)C)c(C)c2c1

Charge distribution, natural (NBO) scheme, values in e:
1. C -0.623
2. C -0.028
3. C -0.191
4. C -0.126
5. C 0.346
6. C -0.247
7. C -0.207
8. H 0.212
9. H 0.223
10. O -0.436
11. C 0.171
12. C -0.013
13. C -0.644
14. H 0.249
15. H 0.219
16. H 0.222
17. C 0.644
18. O -0.651
19. N -0.410
20. C -0.036
21. C -0.621
22. H 0.205
23. H 0.216
24. H 0.219
25. C -0.630
26. H 0.241
27. H 0.212
28. H 0.212
29. H 0.217
30. C -0.269
31. C 0.325
32. N -0.477
33. C -0.090
34. C -0.106
35. N -0.326
36. C -0.432
37. H 0.202
38. H 0.264
39. H 0.202
40. H 0.213
41. H 0.206
42. H 0.232
43. H 0.251
44. H 0.212
45. H 0.218
46. H 0.214
47. H 0.218

=====

Energy relative to the most stable one, in kcal/mol: A) 79.9; B) 0.0